No. 1
Here is a molecular structure, C32H25F6N5O4Sn in a non-equilibrium geometry from OMol25. Energies are from ωB97M-V/def2-TZVPD.

The calculation puts the HOMO-LUMO gap at 7.030 eV. The spin multiplicity is 1. The LUMO energy is -0.8 eV. The calculation puts the total energy at -71369.0382 eV. The total charge is 0. The calculation puts the HOMO energy at -0.2892 Eh. As for the strongest force on any atom: 0.025 hartree/bohr.

Geometry as XYZ:
```
73
C32H25F6N5O4Sn | OMol25 | ωB97M-V/def2-TZVPD
Sn -0.467 0.106 0.268
C 1.808 3.241 2.584
C 1.169 1.974 2.128
N 1.042 1.683 0.890
N 1.573 2.438 -0.085
C 1.481 1.743 -1.223
O 1.017 0.559 -1.284
C 1.973 2.375 -2.465
C 2.080 1.601 -3.617
C 2.515 2.181 -4.799
C 2.835 3.532 -4.833
C 2.725 4.305 -3.683
C 2.298 3.729 -2.498
C 0.792 0.856 3.038
C 0.840 0.928 4.421
C 0.575 -0.216 5.161
C 0.263 -1.397 4.514
C 0.186 -1.384 3.132
N 0.460 -0.292 2.429
H 1.354 4.076 2.049
H 1.707 3.396 3.655
H 2.869 3.240 2.326
H 1.819 0.552 -3.572
H 2.604 1.579 -5.694
H 3.170 3.984 -5.757
H 2.969 5.359 -3.714
H 2.206 4.314 -1.594
H 1.080 1.859 4.911
H 0.610 -0.178 6.242
H 0.045 -2.304 5.058
H -0.122 -2.250 2.562
O -0.222 -1.798 -0.313
C 0.284 -2.171 -1.474
C 1.322 -3.101 -1.535
C 1.744 -3.592 -2.757
C 1.145 -3.173 -3.945
C 0.136 -2.234 -3.897
C -0.296 -1.697 -2.680
C -1.264 -0.625 -2.710
N -1.559 0.115 -1.697
N -2.403 1.175 -1.915
C -2.304 2.034 -0.933
O -1.467 1.934 0.056
C -3.199 3.218 -0.925
C -4.088 3.441 -1.975
C -4.937 4.534 -1.942
C -4.906 5.411 -0.865
C -4.019 5.192 0.180
C -3.166 4.100 0.150
H 1.771 -3.434 -0.609
H 2.545 -4.320 -2.787
H 1.475 -3.570 -4.896
H -0.326 -1.888 -4.815
H -1.712 -0.372 -3.669
H -4.100 2.749 -2.805
H -5.626 4.704 -2.759
H -5.572 6.264 -0.841
H -3.992 5.875 1.020
H -2.468 3.917 0.955
C -4.174 0.524 1.587
C -3.276 -0.710 1.705
O -1.942 -0.427 1.559
C -3.396 -1.261 3.150
F -3.021 -0.309 4.025
F -2.604 -2.324 3.371
F -4.644 -1.626 3.478
C -3.758 -1.785 0.705
F -5.060 -2.080 0.875
F -3.619 -1.342 -0.551
F -3.071 -2.929 0.807
H -3.767 1.308 2.221
H -5.199 0.305 1.883
H -4.175 0.877 0.557
```

No. 2
Here is a molecular structure, C32H26CaClIN4O4 in a non-equilibrium geometry from OMol25. Energies are from ωB97M-V/def2-TZVPD.

The calculation puts the HOMO-LUMO gap (spin up / spin down) at 3.753 / 3.570 eV. The spin multiplicity is 1. The LUMO energy (spin up / spin down) is 4.0 / 4.0 eV. The calculation puts the total energy at -86805.2232 eV. The total charge is -2. The calculation puts the HOMO energy (spin up / spin down) at 0.0081 / 0.0150 Eh. As for the strongest force on any atom: 0.252 hartree/bohr.

Geometry as XYZ:
```
69
C32H26CaClIN4O4 | OMol25 | ωB97M-V/def2-TZVPD
Ca -1.369 -0.007 0.067
O -1.021 4.635 0.159
C -1.349 4.850 1.442
C -1.633 6.153 1.819
C -2.100 6.500 3.082
C -2.327 5.469 4.017
C -2.064 4.136 3.626
C -1.492 3.786 2.391
C -1.278 2.438 1.995
O -0.951 2.178 0.736
N -1.274 1.526 2.943
N -0.870 0.265 2.540
C -0.430 -0.407 3.478
C 0.486 -1.460 3.343
C 1.039 -2.115 4.586
C 2.000 -3.030 4.488
C 2.639 -3.306 3.420
C 2.141 -2.923 2.170
C 1.112 -2.035 2.246
O 0.587 -1.515 0.925
H -0.911 3.661 0.190
H -1.496 6.922 1.010
H -2.304 7.451 3.317
H -2.731 5.795 4.997
H -2.241 3.337 4.376
H -0.439 -0.131 4.456
H 0.173 -1.666 5.125
H 2.131 -3.508 5.574
H 3.381 -4.447 3.180
H 2.654 -3.208 1.160
Cl -4.207 2.283 -6.131
C -3.874 1.820 -4.438
C -4.768 2.046 -3.455
C -4.640 1.642 -2.105
I -6.206 2.245 -0.799
C -3.490 0.977 -1.755
O -3.217 0.546 -0.568
C -2.678 0.567 -2.846
N -1.530 -0.189 -2.416
C -0.700 -0.714 -3.347
C -0.756 -0.368 -4.681
C -1.817 0.518 -5.125
C -2.818 0.959 -4.143
H -5.698 2.697 -3.687
H 0.023 -1.320 -3.021
H -0.124 -0.824 -5.267
H -1.931 0.845 -6.141
C 4.824 -2.818 -1.231
N 4.176 -1.738 -0.447
C 4.947 -0.513 -0.255
C 2.757 -1.427 -1.062
C 1.677 -2.498 -1.017
C 1.654 -3.179 -2.102
C 0.702 -4.149 -2.202
C -0.371 -4.132 -1.270
C -0.372 -3.359 -0.281
C 0.743 -2.475 -0.056
H 4.518 -3.963 -0.577
H 5.869 -2.568 -1.051
H 4.392 -2.625 -2.491
H 4.634 0.230 0.594
H 4.860 0.586 -0.961
H 5.846 -0.498 0.018
H 2.847 -0.958 -2.070
H 2.973 -0.275 -0.089
H 2.766 -3.171 -2.482
H 0.945 -4.987 -2.757
H -0.856 -5.342 -1.758
H -1.163 -3.215 0.614
```

No. 3
Here is a molecular structure, C32H26InN9OS2Se in a non-equilibrium geometry from OMol25. Energies are from ωB97M-V/def2-TZVPD.

The calculation puts the HOMO-LUMO gap at 7.339 eV. The spin multiplicity is 1. The LUMO energy is -5.7 eV. The calculation puts the total energy at -141244.7475 eV. The total charge is +2. The calculation puts the HOMO energy at -0.4806 Eh. As for the strongest force on any atom: 0.040 hartree/bohr.

Geometry as XYZ:
```
72
C32H26InN9OS2Se | OMol25 | ωB97M-V/def2-TZVPD
In -0.597 -0.360 -0.132
N 2.340 -2.819 -2.169
C 1.494 -2.395 -1.230
S -0.204 -2.459 -1.628
N 1.961 -1.993 -0.087
N 1.133 -1.468 0.792
C 1.275 -1.552 2.074
C 2.471 -2.106 2.717
C 3.730 -1.703 2.266
C 4.868 -2.141 2.915
C 4.771 -3.007 3.994
C 3.524 -3.436 4.424
C 2.378 -2.999 3.787
C 0.158 -1.041 2.881
C 0.268 -0.865 4.264
C -0.819 -0.380 4.967
C -1.988 -0.087 4.279
C -2.020 -0.307 2.913
N -0.983 -0.771 2.235
H 1.992 -3.338 -2.959
H 3.323 -2.877 -1.949
H 3.811 -1.028 1.425
H 5.836 -1.802 2.578
H 5.666 -3.341 4.495
H 3.440 -4.118 5.254
H 1.410 -3.367 4.094
H 1.200 -1.084 4.765
H -0.756 -0.237 6.034
H -2.859 0.292 4.785
H -2.916 -0.107 2.337
N -1.790 3.313 1.921
C -0.711 3.196 2.766
C -0.375 3.838 3.950
C 0.781 3.419 4.577
C 1.592 2.418 4.027
C 1.276 1.791 2.841
C 0.084 2.163 2.222
N -0.536 1.683 1.095
C -1.642 2.388 0.945
C -2.604 2.116 -0.098
C -3.536 2.956 -0.648
S -4.450 2.149 -1.846
C -3.552 0.730 -1.531
N -2.635 0.857 -0.619
H -2.550 3.967 2.022
H -0.983 4.635 4.348
H 1.076 3.873 5.511
H 2.503 2.150 4.538
H 1.932 1.049 2.406
H -3.701 3.998 -0.460
H -3.759 -0.201 -2.027
C 1.168 1.967 -5.290
N 0.139 1.041 -4.905
C -0.187 0.657 -3.661
Se 0.510 1.311 -2.061
N -1.205 -0.224 -3.731
C -1.532 -0.444 -5.050
C -2.490 -1.249 -5.646
C -2.575 -1.194 -7.025
C -1.734 -0.373 -7.779
C -0.773 0.427 -7.189
C -0.681 0.379 -5.804
H 1.718 2.275 -4.401
H 0.731 2.844 -5.771
H 1.852 1.491 -5.994
H -1.534 -0.768 -2.942
H -3.140 -1.875 -5.059
H -3.314 -1.789 -7.536
H -1.846 -0.359 -8.852
H -0.135 1.067 -7.774
O -2.650 -2.701 0.669
C -2.652 -2.070 -0.260
```